(1)
15
Properties=species:S:1:pos:R:3 method="wB97M-V/def2-TZVPD" orbital_gap_ev=8.0550 e_homo_ev=-8.4679 energy_ev=-9403.6212 lumo_energy_ev=-0.413
C -0.30 -1.36 -1.40
C 0.30 0.53 -0.35
C 1.50 1.16 0.25
C -0.94 0.71 0.43
C -0.78 -0.62 1.21
O -1.05 -0.73 2.38
O -0.18 -1.52 0.47
H -1.37 -1.51 -1.35
H -0.02 -0.73 -2.23
H 0.26 -2.30 -1.41
H 1.42 1.40 1.32
H 2.45 0.66 0.03
H 1.52 2.12 -0.29
H -0.98 1.53 1.15
H -1.84 0.67 -0.20

---

(2)
33
Properties=species:S:1:pos:R:3 method="wB97M-V/def2-TZVPD" orbital_gap_ev=9.6728 e_homo_ev=-9.1210 energy_ev=-21825.0534 smiles="CC(=O)NC(=O)NC(=O)[C@]1(C)C[C@H]2C=C[C@@H]1C2" lumo_energy_ev=0.552
C -4.74 0.36 -1.06
C -3.95 -0.40 0.03
O -4.47 -0.66 1.08
N -2.72 -1.03 -0.18
C -1.68 -0.53 -0.96
O -1.77 0.37 -1.73
N -0.38 -0.94 -0.83
C 0.19 -1.32 0.33
O -0.44 -1.91 1.21
C 1.78 -1.41 0.45
C 2.26 -2.81 0.47
C 2.41 -0.82 1.77
C 3.52 0.22 1.27
C 4.60 -0.44 0.51
C 4.00 -0.90 -0.65
C 2.62 -0.53 -0.59
C 2.80 0.87 0.07
H -4.20 1.19 -1.42
H -5.67 0.77 -0.68
H -5.01 -0.33 -1.91
H -2.42 -1.71 0.58
H 0.22 -0.69 -1.66
H 1.99 -3.40 -0.51
H 3.29 -2.88 0.79
H 1.63 -3.33 1.17
H 1.69 -0.24 2.49
H 2.99 -1.60 2.34
H 3.90 0.87 2.09
H 5.65 -0.50 0.82
H 4.42 -1.37 -1.61
H 2.30 -0.45 -1.61
H 3.38 1.62 -0.49
H 1.87 1.39 0.34

---

(3)
98
Properties=species:S:1:pos:R:3 method="wB97M-V/def2-TZVPD" orbital_gap_ev=11.4595 e_homo_ev=-10.9364 energy_ev=-115333.6504 smiles="CCOC(=O)C(F)(F)F.CCOC(=O)C(F)(F)F.CCOC(=O)C(F)(F)F.CCOC(=O)C(F)(F)F.CCOC(=O)C(F)(F)F.CCOC(=O)C(F)(F)F.CCOC(=O)C(F)(F)F" lumo_energy_ev=0.523
C 4.41 18.83 4.51
C 5.84 18.41 4.11
O 6.01 17.08 4.47
C 5.71 16.00 3.65
O 5.30 16.20 2.52
C 5.92 14.58 4.34
F 7.17 14.54 4.72
F 5.23 14.49 5.44
F 5.68 13.47 3.63
H 4.31 18.96 5.59
H 3.65 18.19 4.08
H 4.25 19.80 4.03
H 6.61 18.99 4.61
H 6.13 18.47 3.06
C -4.34 7.41 -3.09
C -3.43 6.72 -2.13
O -2.00 7.05 -2.46
C -1.29 6.34 -3.46
O -1.80 5.52 -4.23
C 0.21 6.57 -3.43
F 0.82 5.48 -3.80
F 0.61 7.52 -4.28
F 0.68 6.97 -2.27
H -4.15 7.15 -4.13
H -4.25 8.50 -3.01
H -5.39 7.35 -2.81
H -3.61 5.65 -2.30
H -3.66 7.13 -1.15
C 4.71 13.19 -0.48
C 3.97 12.24 0.52
O 4.00 10.97 -0.13
C 3.54 9.85 0.48
O 2.81 9.86 1.44
C 4.03 8.50 -0.15
F 2.92 7.80 -0.55
F 4.90 8.73 -1.18
F 4.68 7.81 0.79
H 5.72 12.97 -0.83
H 4.64 14.16 0.02
H 4.13 13.15 -1.40
H 2.92 12.47 0.71
H 4.58 12.03 1.40
C 2.95 1.11 -3.11
C 4.24 1.45 -2.37
O 3.86 2.28 -1.24
C 4.86 3.09 -0.76
O 6.04 2.98 -1.12
C 4.30 4.18 0.14
F 3.63 3.66 1.17
F 5.14 5.11 0.47
F 3.37 4.77 -0.66
H 2.18 0.69 -2.47
H 3.08 0.42 -3.95
H 2.57 2.01 -3.60
H 4.97 1.83 -3.08
H 4.61 0.56 -1.86
C 1.64 9.23 7.56
C 2.60 8.08 7.46
O 3.12 7.98 6.15
C 3.80 6.86 5.74
O 4.14 5.98 6.49
C 4.14 6.83 4.21
F 3.71 5.72 3.65
F 3.64 7.86 3.54
F 5.52 6.91 4.02
H 0.89 9.38 6.79
H 2.09 10.20 7.79
H 1.08 9.00 8.47
H 2.24 7.15 7.88
H 3.47 8.29 8.08
C 0.12 11.56 -0.43
C 0.32 12.95 -1.00
O 1.31 12.81 -2.03
C 1.57 13.84 -2.93
O 0.94 14.92 -2.92
C 2.78 13.74 -3.84
F 3.67 14.76 -3.60
F 3.39 12.58 -3.69
F 2.44 13.97 -5.04
H -0.38 11.50 0.53
H 0.99 10.91 -0.33
H -0.51 11.01 -1.13
H 0.69 13.65 -0.25
H -0.53 13.48 -1.42
C 10.71 17.26 -4.29
C 9.56 16.41 -4.82
O 9.02 15.46 -3.93
C 9.58 14.23 -3.61
O 10.65 13.79 -4.09
C 8.80 13.29 -2.63
F 7.66 13.93 -2.15
F 8.41 12.16 -3.23
F 9.59 12.98 -1.57
H 10.35 18.08 -3.67
H 11.13 17.80 -5.14
H 11.48 16.68 -3.79
H 10.09 16.02 -5.69
H 8.86 17.10 -5.29

---

(4)
8
Properties=species:S:1:pos:R:3 method="wB97M-V/def2-TZVPD" orbital_gap_ev=11.6023 e_homo_ev=-10.4515 energy_ev=-2169.1045 lumo_energy_ev=1.151
C 0.13 -0.14 -0.78
C -0.03 0.07 0.74
H -0.75 -0.66 -0.99
H 0.36 0.78 -1.34
H 1.12 -0.73 -1.02
H -1.45 0.62 1.07
H 0.65 0.87 1.02
H -0.03 -0.81 1.30

---

(5)
14
Properties=species:S:1:pos:R:3 method="wB97M-V/def2-TZVPD" orbital_gap_ev=9.2672 e_homo_ev=-8.4453 energy_ev=-19509.8407 smiles=CCS.FCF lumo_energy_ev=0.822
C -1.93 -0.79 0.10
C -1.07 -0.36 1.28
S -0.42 1.34 1.15
H -2.32 -1.80 0.26
H -1.35 -0.79 -0.83
H -2.77 -0.10 -0.03
H -0.23 -1.05 1.43
H -1.65 -0.36 2.21
H 0.27 1.15 0.01
F 1.72 0.07 -2.20
C 2.36 0.58 -1.12
F 1.60 0.36 -0.02
H 2.47 1.67 -1.26
H 3.32 0.07 -1.00

---

(6)
76
Properties=species:S:1:pos:R:3 method="wB97M-V/def2-TZVPD" orbital_gap_ev="7.3036 / 7.1774" e_homo_ev="-9.3315 / -10.1684" spin_multiplicity=4 energy_ev=-141030.0016 charge=+1 lumo_energy_ev="-2.028 / -2.991" s2=3.767
Tc 0.13 1.57 -0.19
C 0.58 1.25 4.38
C -0.17 2.16 3.47
C -1.17 3.13 3.99
O -0.48 1.57 2.27
C 1.96 3.64 2.85
O 1.53 4.58 3.37
O 2.47 2.75 2.29
H -0.11 0.51 4.82
H 1.03 1.80 5.20
H 1.35 0.70 3.84
H -2.06 2.60 4.35
H -1.48 3.83 3.21
H -0.75 3.70 4.82
H -1.30 1.96 1.88
C 4.72 0.71 -0.44
C 3.29 0.98 -0.37
N 2.17 1.19 -0.32
H 4.88 -0.35 -0.63
H 5.19 0.99 0.49
H 5.15 1.29 -1.26
Cl -0.54 6.68 1.50
C 0.58 6.21 0.24
Cl 2.24 6.60 0.69
Cl 0.15 6.95 -1.31
C 0.48 4.75 0.06
N 0.40 3.62 -0.07
C -3.61 1.26 -1.24
C -3.06 1.60 0.12
O -3.70 1.49 1.15
O -1.83 2.06 0.13
H -3.61 2.14 -1.87
H -4.63 0.87 -1.15
H -2.97 0.51 -1.71
C 1.95 -0.96 -2.69
Ge 0.51 0.18 -3.36
C 1.10 0.93 -5.07
C -1.10 -0.91 -3.59
C 0.01 1.72 -2.23
H 1.88 -1.93 -3.18
H 1.88 -1.11 -1.61
H 2.93 -0.53 -2.94
H 1.35 0.13 -5.78
H 1.98 1.55 -4.92
H 0.32 1.55 -5.52
H -0.91 -1.75 -4.25
H -1.91 -0.32 -4.01
H -1.42 -1.30 -2.62
H -1.05 1.91 -2.41
H 0.56 2.60 -2.58
C -1.58 -4.70 1.42
N -1.60 -3.27 1.21
N -0.61 -2.61 0.52
C -0.85 -1.27 0.57
O -0.08 -0.48 -0.07
C -2.01 -1.09 1.35
C -2.44 -2.35 1.72
C -3.61 -2.73 2.55
C 0.40 -3.29 -0.22
C 1.70 -3.28 0.24
C 2.68 -3.95 -0.47
C 2.35 -4.63 -1.63
C 1.04 -4.64 -2.09
C 0.05 -3.96 -1.39
H -0.54 -5.05 1.46
H -2.10 -5.24 0.62
H -2.05 -4.92 2.37
H -2.49 -0.17 1.61
H -4.23 -1.85 2.72
H -3.29 -3.11 3.52
H -4.21 -3.50 2.07
H 1.93 -2.75 1.16
H 3.70 -3.95 -0.12
H 3.12 -5.16 -2.19
H 0.78 -5.17 -3.00
H -0.97 -3.95 -1.74

---

(7)
23
Properties=species:S:1:pos:R:3 method="wB97M-V/def2-TZVPD" orbital_gap_ev="7.4519 / 7.0162" e_homo_ev="-6.8798 / -6.8339" energy_ev=-25704.9219 lumo_energy_ev="0.572 / 0.182"
C 1.22 0.08 -1.85
C 1.28 -1.09 -1.22
C 0.24 1.06 -1.56
C 0.34 -1.36 -0.26
C -0.64 0.76 -0.60
C -0.61 -0.50 0.08
C 1.32 2.73 2.13
C 2.34 2.13 1.47
C -2.61 -2.63 -0.48
N -2.78 -2.01 0.68
F 0.93 2.19 3.28
F 2.83 2.69 0.41
P -1.94 -0.69 1.39
H 1.85 0.33 -2.76
H 2.11 -1.84 -1.39
H 0.34 1.86 -2.22
H 0.43 -2.28 0.34
H -1.40 1.43 -0.38
H 0.75 3.57 1.99
H 2.84 1.29 1.91
H -3.36 -3.23 -0.95
H -1.82 -2.28 -1.09
H -3.67 -2.23 1.06